(1)
A molecular structure, C49H59N4OPPtTe. Source: the Open Molecules 2025 dataset; level of theory: wB97M-V/def2-TZVPD.

Last column: Löwdin charge in e.
CARTESIAN COORDINATES (ANGSTROEM)
H: -2.5371 -4.6247 -3.7684  0.067
C: 1.0036 0.4240 4.2237  -0.173
H: 2.5919 -2.0125 5.4526  0.148
C: 1.6233 -0.4504 7.6128  -0.156
H: 1.4932 -0.4751 -6.5498  0.085
H: -3.0032 -0.1834 -1.2000  0.068
C: 0.4399 -4.4909 -2.0435  -0.121
C: -1.8212 -3.1261 0.1694  -0.100
H: 0.2236 -1.0319 -5.4655  0.061
C: -1.7802 -4.8818 -3.0299  -0.094
P: -0.8970 -2.1027 -2.2570  1.176
C: 0.9085 1.0432 -3.4208  -0.240
N: 2.0657 -1.1829 5.2476  0.184
H: 0.0198 -4.7542 -1.0712  0.066
H: 2.9526 -2.1515 7.6699  0.106
C: 1.5404 -0.4494 1.5995  -0.145
H: -4.1971 2.8391 -1.2025  0.085
C: 1.0439 3.2768 -2.3269  -0.200
H: 3.5180 -0.3090 -3.6311  0.012
C: -2.3015 -2.2194 -0.9697  -0.682
C: 1.9077 4.4728 -1.9948  -0.365
H: 1.4100 -0.0900 13.5972  0.093
C: -1.7770 -1.2001 -3.6033  -0.295
C: -3.4672 -1.2966 -5.3644  -0.068
C: -1.4580 0.1226 -3.9903  -0.197
H: -2.7959 2.0408 -0.4871  0.059
H: -1.4675 -0.3043 -0.3441  0.044
C: 2.8157 -2.3391 2.4503  0.003
C: 2.2798 4.4918 -0.5077  -0.059
H: -4.2630 -1.8417 -5.8564  0.106
H: 2.7256 -2.1965 -0.9007  0.080
C: -2.1276 0.6545 -5.0999  -0.074
C: -0.6524 3.0709 2.2261  -0.029
O: 1.9079 -0.6900 11.7477  -0.075
C: -0.6255 -3.8769 -2.9646  -0.675
C: 0.7896 0.7646 1.8293  -0.144
H: -2.8669 4.5169 -3.2390  0.078
H: 3.0189 -1.3086 -4.9963  0.079
H: 2.6953 2.1942 -3.1128  0.061
H: -0.7709 -2.9495 0.4021  0.066
N: 0.3880 1.4809 0.7566  0.092
H: -1.3672 -5.8496 -3.3318  0.087
H: 0.2474 -4.7407 -4.7401  0.088
N: 0.8734 0.6565 5.5635  0.186
H: -2.6911 3.4062 -4.5918  0.066
C: 1.7408 -0.7178 3.9966  -0.127
H: -3.7041 -3.7159 -1.7465  0.060
C: 2.5333 -1.9285 0.1257  -0.234
C: -0.0191 -3.7483 -4.3647  -0.098
C: -0.5295 1.0999 -3.3041  -0.097
H: 1.3819 4.4764 0.1126  0.065
C: 0.5008 1.2051 3.1414  -0.075
H: -0.4487 2.6938 4.3449  0.118
H: 1.2676 -3.8009 -1.8838  0.049
C: -0.3091 2.5766 0.9661  -0.143
C: 2.0553 -1.1959 2.6931  -0.072
Te: 4.1569 0.8335 -0.9128  0.332
C: 2.6554 -0.7414 -4.1341  -0.102
H: -1.9477 -4.1794 -0.0885  0.065
H: -1.8385 1.6368 -5.4458  0.114
H: -1.2322 3.9798 2.3102  0.109
H: -3.0656 -2.8614 -3.9999  0.072
C: 1.1906 0.2042 12.5746  -0.082
H: 2.2780 1.1553 -5.0137  0.133
H: 0.4929 6.0998 -1.6792  0.076
H: 0.8458 -5.4021 -2.4920  0.085
H: -2.9694 -0.7429 0.4818  0.091
C: -1.1226 2.2360 -2.7253  -0.135
H: 2.8504 5.3918 -0.2701  0.081
H: -4.3712 -2.5790 -0.5761  0.090
H: -0.7230 -3.3029 -5.0682  0.070
H: 2.0062 6.5891 -2.4385  0.078
Pt: 1.6057 0.4811 -1.2987  0.554
H: -0.6182 3.1071 0.0796  0.075
C: -2.4391 -0.7750 -0.4754  -0.115
C: 1.6744 0.3501 -4.5842  -0.341
H: 0.8899 -3.1488 -4.3499  0.063
C: -3.1062 2.7911 -1.2143  -0.067
C: 1.2559 5.7985 -2.4006  -0.073
H: -3.6049 0.4325 -6.6315  0.107
C: -0.2347 2.3752 3.3335  0.009
C: -2.6299 2.4326 -2.6261  -0.365
C: 1.6636 2.0883 -2.7975  -0.265
H: -2.2589 -5.0239 -2.0614  0.056
C: 0.9952 0.4149 9.7856  -0.009
C: 0.8239 -0.1710 -5.7428  -0.057
H: 0.4505 1.1431 10.3692  0.104
C: -2.7896 -1.8652 -4.3048  -0.118
H: 1.5131 1.2378 12.4240  0.096
H: -4.2073 3.4566 -3.6955  0.083
C: -0.3241 3.3142 -2.2984  -0.025
H: -4.0729 -2.0471 -2.2277  0.067
H: -2.4025 -2.9346 1.0761  0.084
H: 2.8363 4.3674 -2.5637  0.136
H: 0.3186 1.2068 7.9145  0.112
C: 1.5178 -0.3220 6.1609  -0.259
N: 1.7812 -0.8408 0.3167  -0.126
H: -0.8186 4.2334 -2.0020  0.114
H: 0.1131 0.1291 12.4059  0.096
C: -3.1211 3.5179 -3.5987  -0.054
C: 2.4733 -1.4737 9.6245  0.000
C: 3.0565 -2.7013 1.1431  -0.043
H: 3.2095 -2.9287 3.2681  0.113
C: 2.3985 -1.4217 8.2485  -0.026
H: 2.1644 -1.4233 -3.4414  0.038
C: -3.1114 -0.0276 -5.7848  -0.060
H: -2.7356 3.7669 -0.8921  0.074
C: -3.6878 -2.6746 -1.4262  -0.088
H: 3.0802 -2.2181 10.1228  0.121
H: 0.1575 0.5982 -6.1324  0.076
H: 2.8857 3.6195 -0.2588  0.022
C: 1.7751 -0.5571 10.4067  -0.282
H: 3.6446 -3.5766 0.9071  0.114
C: 0.9241 0.4595 8.4057  -0.013
H: -3.1231 1.4990 -2.8919  0.116
H: 0.7861 5.7224 -3.3821  0.081

Its spin multiplicity is 3. The value obtained for the total energy is -79608.249 eV. The maximum force is 0.94 eV/A. The calculation puts the orbital gap (spin up / spin down) at 0.1921 / 0.2108 Ha.

---

(2)
A molecular structure, C49H59N7OS2Sc. Source: the Open Molecules 2025 dataset; level of theory: wB97M-V/def2-TZVPD.

Last column: Löwdin charge in e.
CARTESIAN COORDINATES (ANGSTROEM)
C: -0.2123 3.5892 -4.3433  -0.078
C: -0.9822 3.9372 -0.7075  -0.076
H: 0.7120 1.8440 -5.2200  0.113
H: 1.5856 -2.9070 5.9799  0.077
C: 5.0661 -4.2292 2.6349  -0.076
C: -6.5687 3.2888 -2.3043  -0.130
C: 3.0277 -2.7845 2.8960  -0.125
N: -0.8407 1.7628 0.2755  -0.004
C: -1.5317 -0.1430 -2.1130  -0.229
C: -0.6699 0.0217 2.7214  0.003
C: -3.4184 -4.0937 2.2607  -0.185
C: 0.9015 -3.6445 5.5574  -0.081
N: -7.5052 3.7060 -1.4551  0.072
N: 1.4449 -1.8267 1.5121  0.041
C: 0.8451 -2.7204 2.3545  -0.230
H: 6.3702 -0.9411 -0.1639  0.115
C: -7.1559 4.6096 -0.5467  -0.129
H: 4.0385 0.3264 -4.5287  0.073
H: -4.5355 3.3857 -3.0027  0.101
C: 4.7752 1.5973 -2.9260  -0.191
H: 2.4354 -4.8230 4.6028  0.108
H: 6.7205 0.3138 -1.3224  0.110
H: -2.4991 -0.5510 -5.7046  0.081
H: -3.8775 0.8319 -3.3368  0.101
C: -3.0516 0.7370 -4.0481  -0.196
C: 2.6703 0.6501 -1.6965  -0.221
H: 3.7445 0.2863 3.2939  0.039
H: -0.0268 -3.1293 5.3024  0.060
H: -1.1750 3.8919 -3.9247  0.068
H: 5.4723 1.2676 -4.9601  0.075
H: -4.2447 -0.3882 -5.4784  0.076
H: -3.2927 -1.3978 -4.3827  0.068
N: -1.1933 -1.7265 0.3954  0.033
H: 6.3044 2.0680 0.4345  0.079
C: -1.7558 0.6453 -3.3062  -0.120
H: 2.0909 1.7032 -3.4326  0.111
H: 0.5477 3.7509 -3.5761  0.065
O: 1.5185 1.3174 1.7472  -0.610
H: 5.1916 -3.9242 1.5949  0.073
H: -5.6298 5.8517 0.3336  0.108
N: 2.3844 -0.1019 -0.5935  0.032
C: -0.4955 -3.0732 2.3102  0.043
H: -0.8285 -3.8088 3.0315  0.111
S: 2.8899 1.9428 1.8473  0.910
C: 3.7663 -1.2036 1.0946  0.027
H: -4.0990 -3.4077 -2.2659  0.068
C: -5.8693 5.1250 -0.4304  -0.074
H: -4.2932 -4.5451 1.7899  0.109
N: -1.1435 0.1374 3.7706  0.195
C: -0.2458 2.1196 -4.7721  -0.180
H: -2.7246 -4.9153 2.4543  0.114
C: -1.4343 -2.6352 1.3909  -0.239
C: -2.1701 1.7690 0.3959  -0.113
H: 0.6794 -4.3840 6.3268  0.075
Sc: 0.4305 -0.2517 0.3941  1.001
C: -3.8295 -3.4400 3.5831  -0.081
C: 1.7300 1.0901 -2.6165  0.055
H: -1.5477 0.2328 4.6788  0.105
H: 2.8275 1.5333 4.1904  0.069
H: 0.8103 2.8257 -0.3462  0.107
H: -4.3994 -4.6930 -1.1027  0.079
C: -0.2700 2.8494 -0.2559  -0.120
H: -2.6158 0.8890 0.8452  0.111
C: -2.7950 -3.1165 1.3151  -0.121
H: 6.0484 -4.4624 3.0459  0.075
H: 0.8436 -5.0733 3.9372  0.114
H: 4.7875 -1.3664 1.4170  0.113
H: 3.5001 4.1159 2.6117  0.066
H: -3.0589 1.6514 -4.6465  0.106
H: -5.7604 -3.8501 -1.8522  0.075
N: -0.2273 -0.0538 -1.7143  0.043
H: 4.4919 1.8795 3.6115  0.067
H: -6.8806 2.5580 -3.0421  0.111
C: 2.5574 3.6264 2.3682  -0.224
C: -4.7405 -2.7006 -0.3125  -0.190
H: 2.0909 4.1313 1.5242  0.049
H: -2.9665 -2.9924 4.0805  0.059
C: -0.5593 1.2029 -3.6309  -0.118
C: 4.3758 -3.1296 3.4470  -0.193
C: -4.7543 -3.7228 -1.4524  -0.076
H: -0.4653 4.7755 -1.1552  0.112
C: 4.6712 0.1891 -0.7803  -0.134
H: -0.9915 1.9863 -5.5578  0.110
C: -5.2602 3.7458 -2.2848  -0.084
C: 6.1240 0.0880 -0.4371  -0.178
H: -4.2720 -4.1698 4.2612  0.075
H: -7.9370 4.9399 0.1281  0.112
H: 4.1884 2.4770 -3.2025  0.108
C: 6.5213 1.0321 0.7012  -0.079
C: -3.3676 -2.4969 0.2463  -0.122
C: -2.3747 3.9170 -0.6204  -0.498
S: -3.2444 5.3087 -1.2469  1.042
C: -3.2901 -0.4711 -4.9583  -0.071
C: -2.9732 2.8093 -0.0312  -0.035
H: 0.0132 4.2400 -5.1884  0.077
C: 3.5602 1.3538 3.4047  -0.212
C: 1.8209 -3.3132 3.2408  -0.120
H: 1.8829 3.6226 3.2228  0.069
C: 2.7780 -1.8765 1.7989  -0.230
C: -2.3472 -1.6496 -0.3296  -0.229
C: 1.5182 -4.3035 4.3204  -0.185
H: -3.4939 -0.8908 -1.9290  0.112
H: -5.1430 -1.7480 -0.6669  0.109
C: 4.0972 0.8619 -1.8130  -0.125
C: 4.9890 0.7115 -4.1567  -0.077
C: -4.9058 4.6768 -1.3181  -0.541
C: 0.3851 0.7584 -2.6264  -0.230
C: 3.5911 -0.4092 -0.0270  -0.267
C: -2.5110 -0.8842 -1.4750  0.049
H: 4.2711 -3.4504 4.4853  0.110
H: -5.4100 -3.0295 0.4846  0.109
H: 5.6156 -0.1460 -3.9087  0.078
H: 4.4677 -5.1410 2.6392  0.079
H: 5.7365 1.9774 -2.5747  0.109
H: -4.0452 2.7412 0.0904  0.114
H: 5.0112 -2.2399 3.4722  0.104
H: 5.9641 0.7987 1.6117  0.051
H: 7.5847 0.9515 0.9266  0.077
H: -4.5604 -2.6488 3.4092  0.077

The value obtained for the energy above the lowest of the compared OMol25 structures with the same formula, charge and spin is 0.000 eV. The value obtained for the total energy is -106620.624 eV. As for the charge: +1. The maximum force is 0.49 eV/A. The calculation puts the orbital gap at 0.2120 Ha.